1.
Density functional theory data (wB97M-V/def2-TZVPD) for one molecule with the formula C2H3N5O at a distorted geometry.

* gap between HOMO and LUMO: 9.68 eV
* ΔE to the lowest compared entry with this formula, charge and spin: 130.12 kcal/mol
* HOMO level: -0.392 Ha

Last column: Mulliken charge in e.
Cartesian coordinates (Å):
O (0.066, 0.341, 1.530)  -0.103
N (0.247, 2.085, 0.284)  -0.277
N (-0.362, 0.129, -2.008)  -0.519
N (0.660, 1.362, 2.186)  -0.066
N (0.508, 2.414, 1.523)  -0.237
N (0.238, -1.702, -0.263)  -0.590
C (0.147, 0.748, 0.216)  0.831
C (-0.023, -0.360, -0.797)  0.026
H (-0.780, -2.233, -0.782)  0.354
H (-0.451, -0.825, -2.520)  0.256
H (-0.251, -1.960, 0.631)  0.327


2.
Density functional theory data (wB97M-V/def2-TZVPD) for C38H27Cl2IrN3O5PS3 as an isolated structure at a distorted geometry.

* gap between HOMO and LUMO (alpha / beta): 5.21 / 4.49 eV
* expectation value of S²: 8.79
* multiplicity: 6
* ΔE to the lowest compared entry with this formula, charge and spin: 7.17 kcal/mol
* total charge: +1
* HOMO level (alpha / beta): -0.316 / -0.349 Ha

Last column: Mulliken spin population.
Cartesian coordinates (Å):
Ir (-0.693, 1.650, -0.236)  1.962
Cl (0.702, 6.903, 0.801)  0.009
Cl (-0.465, 1.792, 2.324)  0.104
S (3.961, 3.053, 1.151)  0.002
S (-0.241, 4.012, -0.045)  0.660
S (-7.630, 3.013, -2.272)  1.120
P (-0.017, -3.069, -0.725)  -0.017
O (-2.703, -0.683, -0.235)  0.009
O (4.413, 4.309, 0.635)  -0.001
O (-0.723, -1.625, -0.656)  -0.019
O (1.386, 0.983, -0.501)  0.169
O (3.996, 2.833, 2.570)  0.000
N (2.477, 2.688, 0.586)  0.016
N (-2.680, 2.235, -0.389)  0.222
N (-7.434, 4.026, 0.153)  0.187
C (0.752, 5.019, 4.289)  0.050
C (2.095, -2.411, 0.832)  0.002
C (-2.099, -1.668, -0.452)  -0.008
C (-4.635, 2.484, -1.754)  0.153
C (1.218, -3.910, 3.010)  0.000
C (-3.881, -3.479, -0.453)  0.000
C (0.829, -4.239, -3.071)  0.000
C (-3.126, -5.770, -0.627)  0.000
C (-6.743, 3.373, -0.823)  0.298
C (2.445, 1.583, -0.096)  0.035
C (1.398, -1.899, -2.719)  -0.035
C (2.024, -1.880, -3.955)  -0.001
C (4.783, 1.723, 0.320)  -0.001
C (-1.528, -4.010, -0.653)  -0.001
C (0.528, 5.667, 1.993)  0.021
C (2.056, -3.026, -4.739)  0.000
C (6.128, 1.422, 0.268)  0.000
C (0.336, 3.735, 3.971)  -0.027
C (2.336, -3.093, 3.117)  0.000
C (0.102, 4.381, 1.621)  -0.010
C (-4.711, 3.077, 0.566)  0.158
C (-5.402, 2.990, -0.672)  -0.099
C (2.777, -2.344, 2.033)  0.000
C (-3.400, 2.701, 0.653)  -0.020
C (-3.328, 2.132, -1.572)  -0.012
C (0.817, -3.091, -2.279)  -0.011
C (3.819, 0.993, -0.353)  -0.014
C (0.850, 5.983, 3.302)  -0.025
C (6.512, 0.338, -0.511)  -0.001
C (4.214, -0.072, -1.146)  0.002
C (-4.155, -4.840, -0.511)  0.000
C (0.522, -3.977, 1.815)  0.000
C (-2.559, -3.083, -0.522)  -0.021
C (1.457, -4.201, -4.304)  0.000
C (5.565, -0.395, -1.217)  0.000
C (0.971, -3.232, 0.722)  0.002
C (0.031, 3.447, 2.658)  0.076
C (-1.798, -5.369, -0.701)  0.000
H (-0.352, -4.611, 1.733)  0.000
H (-3.363, -6.825, -0.657)  0.000
H (-2.737, 1.761, -2.399)  -0.022
H (1.187, 6.983, 3.534)  0.000
H (1.327, -0.991, -2.125)  0.043
H (2.869, -3.037, 4.057)  0.000
H (5.887, -1.219, -1.841)  0.000
H (-5.070, 2.394, -2.741)  0.018
H (0.882, -4.487, 3.861)  0.000
H (-8.389, 4.297, 0.014)  -0.001
H (-6.950, 4.421, 0.939)  -0.008
H (-4.668, -2.743, -0.358)  0.000
H (3.499, -0.630, -1.728)  -0.005
H (0.355, -5.153, -2.738)  0.000
H (7.558, 0.072, -0.583)  0.000
H (2.421, -1.807, -0.001)  0.000
H (-5.180, -5.182, -0.466)  0.000
H (1.008, 5.263, 5.311)  0.003
H (3.644, -1.704, 2.121)  0.000
H (6.855, 2.016, 0.806)  0.000
H (0.256, 2.968, 4.728)  -0.001
H (1.470, -5.082, -4.930)  0.000
H (-1.008, -6.103, -0.788)  0.000
H (2.478, -0.964, -4.308)  0.000
H (2.542, -2.999, -5.705)  0.000
H (-5.197, 3.414, 1.471)  0.025
H (-2.872, 2.769, 1.594)  0.011


3.
Density functional theory data (wB97M-V/def2-TZVPD) for one molecule with the formula C10H10N2S at a distorted geometry.

* gap between HOMO and LUMO: 9.32 eV
* ΔE to the lowest compared entry with this formula, charge and spin: 61.72 kcal/mol
* HOMO level: -0.316 Ha

Last column: Mulliken charge in e.
Cartesian coordinates (Å):
S (2.664, 0.126, -1.230)  -0.262
N (1.202, 2.810, -0.544)  -0.484
N (-0.291, 1.696, 0.807)  -0.650
C (1.391, 0.383, -0.122)  0.670
C (0.678, 1.689, 0.020)  0.458
C (0.110, -0.515, 1.831)  -0.733
C (-0.892, 0.494, 1.322)  0.073
C (2.159, -1.669, 0.508)  -0.846
C (2.966, -1.424, -0.494)  -0.272
C (-1.801, -0.068, 0.249)  -0.495
C (1.144, -0.639, 0.715)  -0.079
C (-2.475, -0.385, -0.697)  0.859
C (-3.289, -0.828, -1.802)  -1.507
H (3.821, -2.032, -0.758)  0.442
H (0.688, 3.641, -0.283)  0.267
H (0.503, -0.096, 2.756)  0.300
H (-3.760, -0.006, -2.304)  0.324
H (2.295, -2.555, 1.184)  0.306
H (-0.437, -1.442, 1.960)  0.398
H (-2.693, -1.420, -2.442)  0.332
H (1.582, 2.841, -1.499)  0.221
H (-4.084, -1.399, -1.363)  0.309
H (-1.481, 0.797, 2.186)  0.368